51
Properties=species:S:1:pos:R:3:forces:R:3:nbo_charge:R:1 method="wB97M-V/def2-TZVPD" homo_lumo_gap_ev=5.0 charge=-1 lumo_ev=1.998 multiplicity=1
C -5.161057 1.682139 1.060179 -0.3996 -0.1882 0.0350 -0.620
C -3.792051 1.648587 0.410103 -0.2049 -0.0061 -0.2102 -0.069
O -3.018316 0.521004 0.847257 -0.5086 1.0131 -0.0011 -0.533
C -1.760869 0.587474 0.307885 1.9135 -0.6037 -1.1717 0.773
C -0.677304 -0.094214 0.996854 -2.3452 -0.3511 0.4130 -0.500
C 0.506013 0.800190 1.345097 0.4501 -0.9849 -0.1082 -0.222
C 0.373597 1.423033 2.753848 0.4402 -0.0727 -0.0015 -0.606
C 0.909667 1.951036 0.384510 0.1758 -0.4492 0.3070 -0.580
C -1.146148 -1.255061 1.776636 0.7889 2.4747 -1.1547 0.764
O -2.047207 -2.008744 1.452405 -0.2074 -0.5250 0.3312 -0.690
O -0.404464 -1.420680 2.906652 0.3324 -0.6000 2.1426 -0.569
C -1.004124 -1.952587 4.138359 0.4135 -0.1733 -1.4618 -0.066
C -1.843210 -0.943749 4.890185 -0.1404 0.3680 -0.0848 -0.640
O -1.535876 1.247747 -0.713020 -0.9234 0.3296 0.5030 -0.705
H -5.626910 2.659479 0.856448 0.1630 -0.2324 0.0180 0.196
H -5.820786 0.922110 0.624594 0.1125 0.0135 0.2229 0.201
H -5.140991 1.551953 2.151954 0.1675 -0.0290 -0.3053 0.205
H -3.897273 1.564511 -0.681560 0.0443 0.3904 0.3011 0.190
H -3.278253 2.597400 0.661621 0.0753 -0.5167 -0.2616 0.164
H 1.353638 0.086930 1.280088 -0.0112 0.5482 0.7030 0.210
H -0.031387 0.728176 3.498065 0.2265 0.1746 -0.3812 0.217
H 1.383702 1.719632 3.064557 -0.1421 0.2073 0.2609 0.181
H -0.270803 2.317042 2.739253 0.1442 -0.1930 -0.1325 0.182
H 1.063630 1.664365 -0.664735 -0.3160 -0.0236 0.3137 0.203
H 0.201009 2.769777 0.443844 -0.2539 0.0733 -0.2703 0.200
H 1.863944 2.345807 0.755794 0.0188 -0.0396 0.0054 0.178
H -1.597319 -2.828209 3.860769 0.0341 0.0108 0.1540 0.191
H -0.139387 -2.249166 4.727031 0.0110 -0.1582 0.0374 0.173
H -2.208247 -1.341608 5.839467 0.0084 -0.3253 -0.0711 0.199
H -1.273396 -0.048805 5.161013 -0.0708 -0.0531 -0.2977 0.206
H -2.714059 -0.675340 4.287420 0.1009 0.1903 0.0482 0.225
F -0.757325 -4.564284 -1.491455 0.4982 0.5771 -0.1062 -0.345
C 0.387929 -3.806336 -1.565275 0.2565 -0.2618 0.4928 0.404
F 0.940105 -4.002156 -2.799227 -0.2044 0.1772 0.4959 -0.347
S -0.056918 -2.058495 -1.127256 1.1331 0.4589 -1.2250 0.496
N 1.205963 -1.211069 -2.102488 -1.0445 -1.1282 0.7829 -0.613
C 1.156551 -1.117065 -3.520279 -1.4788 -0.7127 -0.3538 0.678
O 0.252002 -1.541071 -4.225274 1.7938 0.7221 0.9860 -0.528
C 2.381086 -0.331063 -3.894000 0.3415 -0.0005 -0.1992 -0.119
C 2.886731 0.213952 -2.720610 0.8831 0.3431 0.0261 -0.110
C 3.871451 1.195059 -2.732938 0.0522 0.2330 -0.7334 -0.164
C 4.396236 1.585039 -3.986142 -0.3694 -0.4908 0.1434 -0.203
C 4.055282 0.853829 -5.141663 -0.2098 -0.0194 0.4944 -0.212
C 3.042735 -0.127042 -5.103655 0.1053 0.4448 0.1995 -0.166
C 2.349853 -0.572373 -1.570326 0.2531 -0.6773 1.7139 0.682
O 2.867631 -0.762668 -0.469971 -1.1993 0.6272 -2.2587 -0.536
H 1.077612 -4.179795 -0.781429 -0.2193 -0.0254 -0.6641 0.134
H 4.189589 1.683680 -1.817631 -0.0080 -0.1830 -0.0572 0.235
H 5.085271 2.435631 -4.070455 -0.2065 -0.5345 0.1421 0.215
H 4.591430 1.069065 -6.067930 -0.2889 -0.1114 0.1968 0.213
H 2.811023 -0.733063 -5.974569 -0.1853 0.2925 0.0405 0.228


18
Properties=species:S:1:pos:R:3:forces:R:3:nbo_charge:R:1 method="wB97M-V/def2-TZVPD" homo_lumo_gap_ev=7.9 charge=0 lumo_ev=-0.841 relative_energy_kj_mol=270.9 smiles="[S-][N+]1=N[C@H](c2cnccn2)CS1" multiplicity=1
S -3.678165 -0.949273 0.893976 -1.4033 -0.9588 0.9003 0.038
N -2.601131 -0.139056 0.048660 2.0322 2.1694 -1.6293 -0.326
N -1.968465 -0.484357 -0.970365 2.3295 0.7126 0.4079 -0.157
C -0.548577 0.552053 -1.178076 -3.0378 -2.9607 -0.0672 -0.086
C 0.534104 -0.095049 -0.418106 -1.0441 -0.1854 0.5361 0.122
C 1.562930 -0.895902 -0.947365 -0.6711 0.1712 1.5716 0.015
N 2.328631 -1.572069 -0.112620 -0.1485 0.2301 -0.0886 -0.351
C 2.075318 -1.449720 1.217445 2.6042 -0.6934 -1.9434 -0.032
C 1.113993 -0.648010 1.686801 -1.3864 3.3765 1.5088 -0.005
N 0.338248 0.099168 0.873639 1.1243 -1.7295 0.3289 -0.386
C -0.974144 1.855898 -0.601175 0.1790 0.8851 -0.1306 -0.609
S -2.334875 1.612875 0.565873 0.1339 -0.5319 -0.3260 0.409
H -0.383429 0.269232 -2.182062 -0.1892 1.0710 -1.6305 0.232
H 1.796629 -0.878615 -1.985500 0.0657 -0.2785 -0.7270 0.204
H 2.959212 -1.783621 1.741690 -0.6453 -0.5810 0.9316 0.218
H 1.028967 -0.231082 2.708563 0.2497 -1.2660 -0.2441 0.216
H -0.080773 2.063523 -0.037557 -0.0027 1.0153 0.5979 0.252
H -1.168477 2.674010 -1.303827 -0.1902 -0.4461 0.0035 0.246


91
Properties=species:S:1:pos:R:3:forces:R:3:mulliken_charge:R:1 method="wB97M-V/def2-TZVPD" homo_lumo_gap_ev=9.0 charge=0 lumo_ev=-0.035 relative_energy_kj_mol=742.4 multiplicity=1
C -3.478697 1.530316 -1.666577 1.1162 -0.2264 0.9766 -0.390
C -2.388945 0.858572 -0.648383 -1.2617 0.3886 0.3719 0.163
C -1.796583 1.983487 0.369313 0.5162 -0.7663 -0.1799 -0.618
C -0.422782 2.636030 -0.221436 -2.1785 -1.4459 -0.2986 0.003
N 0.664932 1.645576 0.072638 1.5093 1.7233 -0.5848 0.085
Si 2.297164 2.288972 -0.175153 -0.7312 -0.6688 0.0517 -0.117
I 3.491045 0.700344 -1.640560 -0.3465 0.7198 0.6651 -0.142
O 2.370546 3.946583 -0.666071 -0.3271 -1.6557 -1.9967 0.177
C 2.262465 4.123725 -2.072158 0.8055 0.1660 -3.7088 -0.318
O 3.164603 3.892754 -2.912787 -2.9064 0.3946 3.8936 -0.459
C 0.892293 4.736877 -2.673172 -2.3500 1.8362 0.1595 0.898
C 0.582119 6.213992 -2.208780 -3.5944 -1.3532 -1.4962 -0.003
C -0.673135 6.973938 -2.704457 1.2080 -4.6424 -1.1856 -0.707
C -1.626114 6.190199 -3.668520 2.8533 -1.1970 1.2476 -0.384
C -1.311692 4.742171 -4.134442 2.0609 1.6676 2.2209 -0.504
C -0.036420 3.989169 -3.651024 -0.3338 3.6102 1.5415 -0.344
C 3.225539 2.218242 1.546485 2.1375 0.8264 -0.0153 0.458
F 4.289642 3.201672 1.412656 -1.8548 -1.7665 0.5653 -0.307
F 3.892406 0.975515 1.764752 -1.6287 2.4218 0.0973 -0.326
C 2.332124 2.718310 2.774329 0.5008 1.6152 0.3256 0.471
F 1.534844 3.806470 2.267034 1.7256 -2.4027 0.9213 -0.221
F 3.137568 3.272887 3.800856 -1.7734 -1.3282 -2.1805 -0.295
C 1.341716 1.630285 3.412304 -2.2214 -0.4816 1.2743 0.814
F 0.003744 2.147901 3.442139 3.2798 -1.2572 -0.0681 -0.234
F 1.267079 0.405568 2.733193 0.6070 2.9490 1.9001 -0.207
F 1.711731 1.448795 4.766116 -0.8584 -0.1370 -3.2163 -0.262
H -4.514041 1.400441 -1.180225 1.7066 0.3930 -0.9955 0.091
H -3.447727 1.030361 -2.691260 -0.1570 0.8139 1.3222 0.247
H -3.192312 2.646104 -1.707060 -0.7027 -1.8700 -0.4325 -0.085
H -2.991210 0.058379 -0.066790 1.5421 1.7620 -0.7938 -0.327
H -1.567551 0.286043 -1.202284 -0.9318 0.9339 0.7042 0.278
H -2.564736 2.799152 0.606047 0.9499 -1.2463 -0.4465 0.307
H -1.540120 1.411919 1.333397 -0.2659 1.1754 -1.2223 0.126
H -0.571030 2.636832 -1.363147 0.1642 0.7284 1.6756 -0.161
H -0.223620 3.667148 0.219281 -0.0625 -1.4899 -0.7006 0.359
H 0.509911 0.738129 -0.384136 -0.0094 0.6335 0.2743 0.206
H 1.318931 6.783139 -1.482928 -3.3470 -1.7399 -0.7456 0.275
H -0.854266 8.039832 -2.357729 0.1348 -1.6619 -0.6314 0.350
H -2.567551 6.734162 -4.008588 1.4333 -1.0727 0.3686 0.337
H -2.035289 4.207718 -4.828589 1.1055 0.8638 1.0604 0.355
H 0.230107 2.912371 -3.957894 -0.6041 1.9785 0.4371 0.433
C -3.397615 -2.944125 1.175084 -0.1519 0.0204 -0.1369 -0.147
Cl -1.841802 -2.422612 1.835338 0.0535 -0.0598 0.1063 -0.129
Cl -3.812718 -2.027925 -0.279325 -0.3786 -0.6131 -0.0513 -0.174
H -3.338354 -3.998123 0.922871 0.0651 0.3954 -0.1280 0.154
H -4.171037 -2.787040 1.925344 0.1613 0.0648 -0.1205 0.296
C 4.578108 7.199270 -2.625784 0.3669 -0.2198 0.0187 -0.423
Cl 4.957274 8.923875 -2.735892 0.1022 0.0015 0.0205 -0.161
Cl 2.859807 6.941091 -2.272032 3.4931 1.0993 -0.9734 -0.043
H 4.818800 6.722456 -3.575128 -0.1421 0.1278 0.1031 0.290
H 5.174358 6.756122 -1.828927 -0.1262 0.1455 -0.0660 0.320
C -2.067768 -6.360882 2.499317 0.2917 0.1361 0.0104 -0.270
Cl -3.735290 -5.774217 2.451986 -0.0607 -0.3607 0.2790 -0.177
Cl -2.011949 -8.108420 2.757044 0.0676 0.0030 -0.0423 -0.121
H -1.583311 -6.127424 1.552193 -0.1546 -0.1063 0.0992 0.284
H -1.541798 -5.865973 3.314255 -0.1845 -0.1117 -0.0652 0.298
C -1.708591 -11.551438 4.627329 -0.0909 0.0668 -0.3124 0.087
Cl -3.130354 -11.217452 5.622759 -0.0027 0.0309 -0.1058 -0.151
Cl -0.381473 -12.190474 5.605793 0.1123 -0.0256 -0.0594 -0.173
H -1.972907 -12.284629 3.866583 0.0378 0.0370 0.2078 0.218
H -1.383546 -10.626293 4.150801 -0.0177 -0.1467 0.2263 0.018
C -1.174922 2.097344 6.826425 0.2664 -0.0462 -0.0384 0.180
Cl -2.520584 1.103623 6.254913 0.0746 -0.0747 -0.0457 -0.155
Cl -1.753970 3.597705 7.560359 0.0921 0.0245 0.0207 -0.163
H -0.610643 1.535162 7.568944 -0.2016 0.0879 -0.0548 0.281
H -0.532560 2.341618 5.982014 -0.2228 0.0085 0.0950 -0.166
C 0.800930 -15.662966 4.075189 0.1735 0.0370 0.2818 -0.109
Cl -0.132220 -17.146577 4.300784 0.0579 0.0247 0.0659 -0.152
Cl 0.439782 -14.911015 2.516221 0.0164 0.1051 -0.0172 -0.113
H 0.551055 -14.962905 4.871177 -0.0943 -0.0861 -0.2001 0.093
H 1.862334 -15.903046 4.114256 -0.1951 -0.0297 -0.1290 0.281
C -0.268798 -12.584353 -0.599093 0.2265 -0.1296 -0.0129 -0.088
Cl -1.612678 -13.583894 -1.163920 0.0948 -0.0582 -0.0108 -0.146
Cl -0.853157 -11.081203 0.125108 0.0944 0.0565 0.0644 -0.118
H 0.297926 -13.140681 0.147707 -0.2057 0.1185 -0.0783 0.065
H 0.373427 -12.343698 -1.444869 -0.2055 0.0253 0.0942 0.294
C -6.714741 3.876135 -0.945076 -0.1458 0.2080 0.0979 -0.305
Cl -5.004051 4.326443 -1.011408 -0.3086 0.3816 0.1129 -0.094
Cl -6.972093 2.217504 -1.499410 -0.2625 0.0557 0.0037 -0.155
H -7.062569 3.962069 0.083227 0.1473 -0.1032 -0.1418 0.284
H -7.281781 4.551846 -1.583474 0.1660 -0.1570 0.0108 0.291
C 4.155769 -0.711857 -5.483064 0.0573 0.0189 -0.2672 -0.293
Cl 2.473846 -0.408384 -5.032199 -0.0372 -0.0406 -0.1911 -0.124
Cl 5.167300 -0.980675 -4.056515 0.1896 -0.1532 -0.2272 -0.160
H 4.196832 -1.596705 -6.116337 -0.0481 0.0790 0.2145 0.305
H 4.536537 0.150267 -6.028562 -0.0819 -0.0666 0.2119 0.249
C 5.791257 11.770765 -4.857608 0.1019 -0.1566 0.1289 0.081
Cl 5.903702 13.510842 -4.566605 0.0657 -0.0130 0.0780 -0.159
Cl 4.758533 11.420585 -6.248560 0.0255 -0.1085 0.0331 -0.151
H 6.788863 11.378952 -5.050038 -0.1644 0.1340 -0.0596 0.277
H 5.370154 11.291231 -3.975581 -0.0278 0.1818 -0.2055 -0.046